A cluster of 8 separate species, C22H40Cl6F6N4O8 in total at a distorted geometry. Source: OMol25; level of theory: ωB97M-V/def2-TZVPD.

Kohn-Sham gap (eV): 9.19
Electronic energy (eV): -137240.55923
Maximum force (eV/A): 3.46
SMILES: CCOC(=O)C(F)(F)F.CCOC(=O)C(F)(F)F.ClC(Cl)Cl.ClC(Cl)Cl.CN(C)C=O.CN(C)C=O.CN(C)C=O.CN(C)C=O

Last column: Löwdin charge in e.
Geometry (Å):
C -14.0368 9.8793 -24.9428  -0.0533
C -14.2006 8.5101 -24.2841  -0.2112
O -13.9051 7.4559 -25.1979  0.0219
C -14.5322 6.2688 -25.1942  -0.3552
O -15.4753 6.0389 -24.4724  0.1537
C -14.0767 5.2561 -26.2397  -0.5344
F -14.9106 5.1976 -27.2860  0.1744
F -12.8695 5.5355 -26.7030  0.1741
F -14.0087 4.0383 -25.6291  0.1458
H -14.8982 10.1102 -25.5695  0.0781
H -13.0897 9.8058 -25.4773  0.0799
H -13.9820 10.6659 -24.1902  0.0793
H -15.1021 8.3419 -23.6949  0.1239
H -13.4019 8.4560 -23.5444  0.1230
C -8.8028 13.3909 -25.5639  -0.0512
C -8.6093 13.3153 -27.1318  -0.1551
O -9.9149 13.4072 -27.8016  -0.0079
C -10.2316 12.4724 -28.7461  -0.2897
O -9.4926 11.5646 -29.1084  0.1164
C -11.7711 12.6097 -29.3767  -0.5474
F -12.2824 13.8437 -29.1786  0.1448
F -11.6763 12.3836 -30.6590  0.1822
F -12.6167 11.7147 -28.8968  0.1744
H -9.7523 13.8634 -25.3123  0.0715
H -7.9523 13.7492 -24.9838  0.0731
H -8.9758 12.3738 -25.2123  0.0639
H -8.2102 12.3332 -27.3852  0.1066
H -7.9173 14.0986 -27.4414  0.1182
Cl -12.4802 6.2374 -31.4729  0.5267
C -10.9494 6.4887 -32.2577  -1.5338
Cl -11.0420 5.7853 -33.9100  0.4841
Cl -9.6147 5.7999 -31.2875  0.5048
H -10.7802 7.5654 -32.2659  0.0144
Cl -8.8935 4.3028 -24.8312  0.4667
C -7.9868 5.5281 -25.8546  -1.5446
Cl -6.4361 4.9811 -26.5211  0.5353
Cl -7.8793 7.0023 -24.9817  0.5415
H -8.6444 5.8943 -26.6431  0.0013
C -2.6934 7.1495 -33.9682  -0.0603
N -2.7776 5.7628 -33.4954  -0.1730
C -1.6697 4.8851 -33.8987  -0.0421
C -3.7046 5.3874 -32.6257  -0.3872
O -3.7993 4.3096 -32.1087  0.0329
H -2.6471 7.2177 -35.0551  0.0833
H -1.8423 7.7399 -33.6288  0.0836
H -3.5806 7.7144 -33.6823  0.0786
H -0.6377 5.2357 -33.9107  0.0839
H -1.6579 3.9647 -33.3148  0.0836
H -1.8391 4.5891 -34.9340  0.0851
H -4.3967 6.2315 -32.4820  0.1320
C -13.8639 8.7098 -40.9056  -0.0704
N -13.3232 7.3857 -40.8252  -0.2088
C -12.1827 7.2032 -39.9058  -0.0258
C -13.8036 6.4131 -41.6140  -0.3193
O -13.2886 5.2840 -41.7772  -0.0224
H -12.9988 9.3565 -41.0520  0.0881
H -14.3475 8.9335 -39.9547  0.0890
H -14.6015 8.8191 -41.7007  0.0868
H -11.7519 6.2346 -40.1594  0.0841
H -11.4099 7.9675 -39.9876  0.0832
H -12.5278 7.1765 -38.8722  0.0863
H -14.6220 6.8066 -42.2366  0.1292
C -8.5025 12.3974 -36.1160  -0.0615
N -8.5330 11.0281 -35.6502  -0.1880
C -9.7768 10.3641 -36.0219  -0.0550
C -7.6557 10.4701 -34.8063  -0.3342
O -7.8272 9.3814 -34.2552  -0.0072
H -7.5267 12.7938 -35.8354  0.0873
H -9.3109 12.9501 -35.6375  0.0861
H -8.7822 12.5333 -37.1607  0.0877
H -10.6753 10.8779 -35.6802  0.0890
H -9.9835 10.2861 -37.0893  0.0819
H -9.8061 9.3165 -35.7224  0.0831
H -6.7886 11.1202 -34.6122  0.1329
C -14.3835 2.6324 -37.3612  -0.0501
N -15.2915 1.6977 -36.7209  -0.2081
C -15.0332 1.4633 -35.3117  -0.0652
C -16.0830 0.8064 -37.3749  -0.3359
O -16.1544 0.6905 -38.5933  0.0055
H -14.8330 3.0197 -38.2755  0.0920
H -13.4167 2.1518 -37.5111  0.0955
H -14.1984 3.5574 -36.8152  0.0801
H -14.1227 0.8708 -35.2222  0.0898
H -14.8584 2.4389 -34.8579  0.0843
H -15.8833 0.9477 -34.8650  0.0840
H -16.5652 0.0945 -36.6872  0.1294

Atoms 1-2, force components in eV/Å:
C -0.5 -0.9 0.0
C 0.5 0.4 1.6

A structure of composition C55H49F12N10O3P2RbS at a distorted geometry. Source: OMol25; level of theory: ωB97M-V/def2-TZVPD.

Total charge: -2
Kohn-Sham gap (eV): 4.02
Electronic energy (eV): -141555.57481
Maximum force (eV/A): 1.67

Last column: Löwdin charge in e.
Geometry (Å):
Rb -2.0838 0.3322 -0.6475  0.9149
C -5.2431 7.4419 -1.0425  -0.0833
C -4.7707 6.0785 -0.5833  -0.3027
C -5.1929 5.5107 0.6149  -0.0786
C -4.7660 4.2546 0.9934  -0.0271
C -3.8793 3.4686 0.2041  -0.2372
N -3.6789 2.1573 0.4900  -0.0300
C -3.5576 1.6813 1.7417  -0.3204
C -2.7269 2.3446 2.6889  -0.0233
C -2.4708 1.8297 3.9437  -0.0840
C -3.0366 0.6242 4.3432  -0.3077
C -2.7792 0.0239 5.7084  -0.0792
C -3.8816 -0.0192 3.4410  -0.0220
C -4.1682 0.4544 2.1603  -0.0535
C -5.1204 -0.3018 1.1722  -0.3629
O -4.5023 -0.8646 0.1182  -0.3574
C -5.9098 -1.4053 1.9772  -0.5248
F -6.5989 -0.9177 3.0383  0.1275
F -5.0518 -2.3423 2.4604  0.0879
F -6.7890 -2.1168 1.2457  0.1138
C -6.2727 0.7118 0.6451  -0.4973
F -6.4765 1.7508 1.4864  0.1249
F -7.5060 0.1215 0.5376  0.0919
F -6.0324 1.1755 -0.5734  0.1534
C -3.3609 4.1005 -0.9672  -0.0498
C -3.8570 5.3518 -1.3358  -0.0213
C -2.1995 3.4362 -1.7620  -0.4185
O -1.3477 2.6891 -1.0548  -0.3393
C -1.3721 4.5946 -2.4853  -0.5138
F -0.1940 4.1412 -2.9620  0.1070
F -1.9705 5.1857 -3.5546  0.1061
F -1.0550 5.5844 -1.6253  0.1310
C -2.8149 2.6192 -2.9861  -0.5102
F -1.8898 2.3798 -3.9518  0.1198
F -3.8485 3.2296 -3.5996  0.1367
F -3.2682 1.3885 -2.6250  0.0040
H -5.9163 7.8881 -0.3060  0.0572
H -4.4026 8.1310 -1.1834  0.0642
H -5.7797 7.3886 -1.9959  0.0648
H -5.8932 6.0515 1.2495  0.0938
H -5.1408 3.8084 1.9058  0.1005
H -2.2687 3.2740 2.3666  0.1103
H -1.8093 2.3655 4.6240  0.0919
H -2.0752 0.6359 6.2787  0.0590
H -3.7021 -0.0537 6.2952  0.0668
H -2.3601 -0.9863 5.6341  0.0597
H -4.3318 -0.9335 3.7995  0.1021
H -3.5111 5.8145 -2.2529  0.1072
C 2.2643 3.5976 -1.9077  -0.0870
N 2.0587 2.4582 -2.7695  -0.1391
C 1.0857 1.5331 -2.6979  -0.1837
N 1.2114 0.6735 -3.6888  0.0986
C 2.3111 1.1331 -4.3414  -0.2416
N 2.8702 2.2088 -3.8247  0.0925
C 3.3940 3.4751 -0.9154  -0.1714
C 3.5924 4.5170 -0.0150  -0.0300
C 4.6361 4.4804 0.9015  -0.0793
C 5.4837 3.3862 0.9437  -0.0423
C 5.2749 2.3359 0.0551  -0.1468
C 4.2445 2.3844 -0.8776  0.0217
C 6.1360 1.1606 0.1343  -0.3049
N 7.2669 1.0304 0.7412  0.1173
N 7.6540 -0.2952 0.5621  0.1139
C 6.7439 -0.8438 -0.1617  -0.3147
O 5.7560 0.0152 -0.4703  0.1283
C 6.6777 -2.2294 -0.6276  -0.1329
C 7.8314 -3.0065 -0.5686  -0.0288
C 7.7869 -4.3223 -0.9896  -0.0725
C 6.5984 -4.8618 -1.4653  -0.0419
C 5.4424 -4.0958 -1.5187  -0.1810
C 4.1536 -4.7552 -1.9670  -0.0844
N 3.3170 -3.9699 -2.8509  -0.1421
C 2.2888 -3.1455 -2.5616  -0.1437
N 1.7617 -2.6705 -3.6640  0.1006
C 2.5141 -3.2614 -4.6279  -0.2292
N 3.4640 -4.0649 -4.1913  0.0892
C 5.4892 -2.7698 -1.1043  0.0454
H 1.3228 3.7771 -1.3899  0.1252
H 2.4641 4.4588 -2.5458  0.1367
H 0.3168 1.5954 -1.9345  0.0781
H 2.7074 0.6599 -5.2283  0.0903
H 2.9203 5.3697 -0.0362  0.1213
H 4.7740 5.3004 1.5964  0.0997
H 6.2921 3.3227 1.6604  0.1087
H 4.0928 1.5528 -1.5552  0.1158
H 8.7435 -2.5617 -0.1912  0.1110
H 8.6836 -4.9294 -0.9618  0.1013
H 6.5708 -5.8906 -1.8071  0.1101
H 3.5533 -5.0238 -1.0963  0.1335
H 4.3900 -5.6709 -2.5011  0.1178
H 1.9601 -2.9225 -1.5535  0.1181
H 2.3480 -3.0962 -5.6822  0.0973
H 4.6027 -2.1453 -1.1547  0.1228
C 0.9921 -3.0191 1.7381  -0.3439
P -0.6998 -2.6788 1.0245  0.8566
C -1.5643 -2.7499 2.6591  -0.2794
C -1.0333 -4.3309 0.2566  -0.3926
C -0.1679 -5.4220 0.3182  -0.1180
C -0.4301 -6.5727 -0.4202  -0.1183
C -1.5442 -6.6237 -1.2470  -0.1108
C -2.4113 -5.5355 -1.3078  -0.1033
C -2.1907 -4.3890 -0.5519  -0.3534
P -3.2982 -2.8580 -0.2887  0.8826
C -4.8899 -3.7920 -0.3740  -0.2551
C -3.2730 -2.2550 -2.0312  -0.2927
H 0.9958 -3.8588 2.4423  0.0307
H 1.3078 -2.1173 2.2652  0.0028
H 1.7200 -3.2046 0.9431  0.0060
H -1.4164 -3.7228 3.1334  0.0399
H -2.6247 -2.5534 2.5252  -0.0007
H -1.1451 -1.9676 3.2976  0.0354
H 0.7196 -5.3906 0.9396  0.0750
H 0.2394 -7.4248 -0.3562  0.0869
H -1.7381 -7.5105 -1.8418  0.0890
H -3.2793 -5.5994 -1.9583  0.0876
H -4.8965 -4.4733 -1.2288  0.0183
H -5.6916 -3.0708 -0.4893  0.0287
H -5.0454 -4.3634 0.5409  0.0413
H -3.4933 -3.0863 -2.7035  0.0354
H -2.2884 -1.8623 -2.2781  0.0089
H -4.0225 -1.4670 -2.1432  0.0354
S 1.8132 0.0888 0.3000  0.7198
C 2.8025 0.3581 1.5978  -0.7763
N 2.6075 1.4650 2.3887  0.0679
C 3.3727 1.8035 3.4527  -0.0914
C 4.4094 1.0230 3.8350  -0.0800
C 4.6523 -0.1668 3.0971  -0.0608
C 3.8747 -0.4933 2.0336  -0.1026
H 1.8356 2.0550 2.1067  0.1462
H 3.0991 2.7147 3.9650  0.1275
H 5.0171 1.3004 4.6833  0.0981
H 5.4681 -0.8189 3.3875  0.1114
H 4.0297 -1.4027 1.4693  0.0978

Atoms 1-2, force components in eV/Å:
Rb 0.5 -1.3 0.9
C 0.1 -0.2 0.0

The ion C3H10NOS2 with charge +1 at a distorted geometry. Source: OMol25; level of theory: ωB97M-V/def2-TZVPD.

Total charge: +1
Kohn-Sham gap (eV): 10.82
Electronic energy (eV): -28473.76929
Maximum force (eV/A): 2.56
SMILES: C[N@@H+](CO)C(S)S

Last column: Löwdin charge in e.
Geometry (Å):
C -1.1703 -0.9555 -0.7634  -0.0429
N 0.0138 -0.5394 -0.0275  -0.1768
C 1.2618 -0.4644 -0.7959  -0.2509
O 2.2636 -0.2674 0.1504  -0.0065
C -0.1895 0.9620 0.8969  -0.8940
S -1.5182 0.7148 2.0506  0.8146
S -0.4178 2.2300 -0.3303  0.8228
H -2.0372 -0.9241 -0.1028  0.0831
H -1.3314 -0.3038 -1.6202  0.1005
H -1.0430 -1.9807 -1.1173  0.1178
H 0.1832 -1.1951 0.7448  0.1677
H 1.1874 0.3651 -1.5151  0.1213
H 1.3928 -1.4125 -1.3389  0.1543
H 3.1339 -0.2325 -0.2632  0.1281
H 0.7954 1.0628 1.3395  0.0627
H -0.7821 0.8318 3.1521  -0.0996
H -1.7422 2.1090 -0.4596  -0.1023

Atoms 1-2, force components in eV/Å:
C -0.5 -0.1 -0.5
N 0.5 1.1 2.2

A cluster of 2 separate species, C5H12N2O in total at a distorted geometry. Source: OMol25; level of theory: ωB97M-V/def2-TZVPD.

Kohn-Sham gap (eV): 8.28
Electronic energy (eV): -10403.62038
Maximum force (eV/A): 4.36

Last column: Löwdin charge in e.
Geometry (Å):
N -2.7447 1.6291 -0.1760  -0.0080
C -1.8449 0.5673 -0.3670  -0.1792
C -1.1461 -0.1411 0.7263  -0.4903
N -0.4639 -1.3755 0.5335  0.0461
C 0.4955 -1.3178 -0.6249  -0.2082
C 1.4491 -0.1186 -0.5463  -0.2634
C 2.3576 -0.0615 0.6941  -0.0911
O -0.9348 0.4425 1.7761  0.0621
H -2.3475 2.2551 0.5153  0.0812
H -3.6540 1.2845 0.1258  0.0905
H -1.9583 -0.0664 -1.2487  0.0807
H -0.6560 1.6526 -1.4260  0.2281
H 0.1370 -1.6300 1.3137  0.1146
H -0.1262 -1.1562 -1.5037  0.0916
H 0.9506 -2.3034 -0.7161  0.1146
H 2.0182 -0.1327 -1.4785  0.1061
H 0.7733 0.7332 -0.6230  0.0201
H 3.3422 0.3456 0.4637  0.0677
H 1.7739 0.4534 1.4565  0.0642
H 2.5790 -1.0604 1.1052  0.0726

Atoms 1-2, force components in eV/Å:
N -0.2 -0.6 0.5
C 1.8 1.2 -3.8

A structure of composition C5H4N2 at a distorted geometry. Source: OMol25; level of theory: ωB97M-V/def2-TZVPD.

Kohn-Sham gap (eV): 8.03
Electronic energy (eV): -8222.69875
Maximum force (eV/A): 4.72

Last column: Löwdin charge in e.
Geometry (Å):
C 0.7143 2.4092 2.0136  0.0400
C 0.5676 1.3251 1.3734  -0.2060
C 0.3252 0.2022 0.6736  -0.3252
C 1.0667 -0.4274 -0.4220  -0.0051
C 0.1289 -1.0221 -1.1762  -0.0819
N -1.2011 -0.6483 -0.7021  -0.0315
N -0.8937 -0.4203 0.6643  -0.0221
H -1.4040 0.6094 -0.9427  0.2523
H 2.1234 -0.2925 -0.6117  0.1188
H 0.2598 -1.7255 -1.9992  0.1157
H -1.6870 -0.0097 1.1291  0.1450

Atoms 1-2, force components in eV/Å:
C -0.1 -0.5 -0.3
C 0.5 0.4 0.9

A cluster of 2 separate species, C4H4O2 in total. Source: OMol25; level of theory: ωB97M-V/def2-TZVPD.

Kohn-Sham gap (eV): 8.45
Electronic energy (eV): -8304.31914
Maximum force (eV/A): 0.91
SMILES: C=C=C=O.C=O

Last column: Löwdin charge in e.
Geometry (Å):
C 1.2671 -0.1256 1.1596  0.0503
C 1.4133 -0.3459 -0.1366  -0.0663
C 0.8679 -0.6168 -1.2815  -0.2541
O 0.5358 -0.8887 -2.3748  0.1428
H 0.2759 -0.0470 1.6127  0.0531
H 2.1228 -0.0139 1.8243  0.0646
C -1.6931 0.4011 -0.4029  -0.1564
O -1.8577 0.2918 0.7878  -0.0187
H -1.3654 1.3531 -0.8664  0.0968
H -1.8617 -0.4379 -1.1041  0.0880

Atoms 1-2, force components in eV/Å:
C 0.0 0.0 -0.1
C -0.1 -0.1 0.0

A structure of composition C3HO3Yb at a distorted geometry. Source: OMol25; level of theory: ωB97M-V/def2-TZVPD.

<S²>: 0.773
Total charge: +2
Kohn-Sham gap (spin up / spin down) (eV): 7.14 / 6.91
Electronic energy (eV): -40773.90586
Maximum force (eV/A): 5.15
Multiplicity: 2

Last column: Löwdin spin population.
Geometry (Å):
C -1.6390 0.3258 0.3097  0.1171
C -0.5908 -0.2340 0.0949  0.0725
O -2.6719 1.0839 0.5138  0.0579
H -2.9573 1.5381 -0.2913  0.0019
O 0.6121 -1.2759 0.1893  0.1251
C 1.1294 -0.3883 -0.6776  0.4520
O 2.1232 0.2249 -0.1880  0.1611
Yb 3.9944 -1.2745 0.0493  0.0125

Atoms 1-2, force components in eV/Å:
C -1.9 1.5 0.1
C 4.2 -3.0 -0.3

A cluster of 2 separate species, C3H8S in total at a distorted geometry. Source: OMol25; level of theory: ωB97M-V/def2-TZVPD.

Kohn-Sham gap (eV): 10.18
Electronic energy (eV): -14074.15912
Maximum force (eV/A): 1.69
SMILES: C=C.CS

Last column: Löwdin charge in e.
Geometry (Å):
C -6.1092 -2.2151 3.2026  -0.0850
C -6.5743 -0.9577 3.2224  -0.0815
H -6.2818 -2.8315 2.3282  0.0404
H -5.3487 -2.5243 3.9092  0.0421
H -6.9079 -0.5878 2.2574  0.0407
H -6.8537 -0.4568 4.1370  0.0433
C 3.4726 0.5167 -1.0160  -0.5296
S 4.1828 1.1497 -2.5345  0.6214
H 3.7531 -0.5283 -0.8901  0.0206
H 3.8202 0.9976 -0.1047  0.0292
H 2.3840 0.4482 -1.0525  0.0231
H 4.1008 2.4559 -2.2550  -0.1647

Atoms 1-2, force components in eV/Å:
C 0.7 1.0 -0.3
C -0.7 -1.4 -0.6